DFT (ωB97M-V with the def2-TZVPD basis set) results for a 2-piece molecular cluster, C4H13N2O overall.

Properties
Total charge   +1
E_HOMO   -0.482 hartree
Energy above the lowest of the compared OMol25 structures with the same formula, charge and spin   2.553 eV
Frontier orbital gap   0.3612 Ha
LUMO level   -3.29 eV

Geometry (Å):
C 2.87 1.78 1.19
C 2.46 0.50 1.26
N 1.13 0.19 1.57
H 2.26 2.63 1.38
H 3.97 1.99 0.90
H 3.03 -0.34 0.82
H 0.76 0.94 2.13
H 1.11 -0.65 2.13
C -1.86 -1.20 -0.62
O -3.28 -1.34 -0.91
C -1.23 0.04 -1.24
N 0.24 0.08 -1.00
H -1.34 -2.06 -1.11
H -1.75 -1.14 0.51
H -3.67 -0.46 -1.01
H -1.41 0.02 -2.32
H -1.63 0.96 -0.79
H 0.66 -0.73 -1.44
H 0.47 0.12 0.03
H 0.69 0.90 -1.46

Computed Mulliken charges, given in elementary charges:
1. C -0.72
2. C -0.12
3. N -0.68
4. H 0.28
5. H 0.23
6. H 0.38
7. H 0.24
8. H 0.24
9. C -0.26
10. O -0.47
11. C -0.73
12. N -0.18
13. H 0.29
14. H 0.28
15. H 0.31
16. H 0.38
17. H 0.41
18. H 0.37
19. H 0.37
20. H 0.39

***

DFT (ωB97M-V with the def2-TZVPD basis set) results for a 2-piece molecular cluster, C4H13N2O2 overall.

Properties
Total charge   +1
E_HOMO   -0.519 hartree
Energy above the lowest of the compared OMol25 structures with the same formula, charge and spin   2.113 eV
Frontier orbital gap   0.4139 Ha
LUMO level   -2.86 eV

Geometry (Å):
N 1.00 0.66 -0.01
C 0.51 -0.76 -0.46
C -0.48 -1.30 0.58
C -0.34 -0.98 2.11
O 0.55 -0.23 2.42
C -0.05 -0.68 -1.86
N 0.63 0.38 -2.63
H 1.63 0.40 0.75
H 0.16 1.11 0.36
H 1.45 1.17 -0.77
H 1.42 -1.35 -0.27
H -1.42 -0.78 0.34
H -0.66 -2.35 0.36
H -1.08 -1.47 2.74
H -0.10 -1.61 -2.43
H -1.06 -0.27 -1.65
H 0.02 0.72 -3.36
H 1.45 0.03 -3.13
H -1.26 2.45 1.25
H -1.91 2.84 -0.03
O -1.51 2.09 0.39

Computed Mulliken charges, given in elementary charges:
1. N -0.15
2. C -0.03
3. C -0.92
4. C 0.02
5. O -0.50
6. C -0.63
7. N -0.60
8. H 0.40
9. H 0.16
10. H 0.39
11. H 0.45
12. H 0.38
13. H 0.49
14. H 0.39
15. H 0.37
16. H 0.35
17. H 0.25
18. H 0.22
19. H 0.31
20. H 0.29
21. O -0.65